Record 1
The following is a quantum chemistry calculation of 7 unconnected molecules or ions with the total composition C13H21Cl9O15S3, from the Open Molecules 2025 dataset.

Results
- HOMO-LUMO gap (alpha / beta) (eV) = 8.5 / 1.4
- E_LUMO (alpha / beta) (hartree) = -0.1382 / -0.4000
- total energy (Eh) = -6972.278021
- HOMO (alpha / beta) (Eh) = -0.4522 / -0.4522

```
! wB97M-V def2-TZVPD RIJCOSX def2/J DEFGRID3
* xyz 1 2
C 3.4287 0.4942 -2.5278
Cl -0.3439 -6.1468 -1.7086
H -1.6650 -4.6675 -3.1366
H 3.9899 2.5449 -3.0238
S -0.2819 1.8547 0.5531
C -1.7110 3.1669 -3.1052
O 0.4555 0.3953 0.2283
C -0.2184 0.7540 5.8481
H -1.0895 2.2718 -3.1330
Cl -1.2894 2.0350 5.3639
H 2.1437 -3.1202 1.6364
C 2.7036 -3.7131 0.9132
H -2.5393 -0.6066 1.0761
H 4.9109 -3.0151 0.7853
H 3.9604 2.2559 -1.2754
S 2.4583 -3.5192 -1.6241
Cl -0.4967 -0.6250 4.6857
O 3.9931 -3.3895 -0.9568
O -5.3558 2.0551 1.8209
H 3.0234 -4.5966 1.4658
O 2.3392 -4.4741 -2.7055
H 5.3140 1.7445 -2.2799
H 3.7086 -1.8246 0.3735
H -0.1892 -1.5029 0.1990
O -6.2383 1.2008 4.0672
C -4.4665 3.1365 1.4772
O -1.7253 1.1455 0.7200
O 0.1136 2.4012 1.8608
H 3.4496 -0.2293 -1.7128
O 3.8615 -0.1340 -3.6832
Cl -3.2414 -5.9170 -1.9059
Cl -0.5591 0.4033 7.5501
C 3.8939 -2.8981 0.4109
C 2.9440 -0.5278 -4.6157
O -4.0378 0.3213 3.0512
H -3.1322 4.3368 2.9074
C -1.6217 -0.0905 1.3582
C 1.9310 0.6674 -3.0462
Cl -2.5194 3.2071 -4.7397
H -2.5996 2.7033 2.5687
C -3.4843 3.3277 2.6933
S -5.0056 1.3844 3.2433
H -3.8950 2.7802 0.6201
Cl -0.6351 4.6313 -2.7567
Cl -2.9558 2.9927 -1.8223
H 0.3928 -1.0045 1.7329
H -1.6045 0.1139 2.4288
Cl -1.7144 -3.5428 -1.1214
C 4.2277 1.8253 -2.2404
H 1.2515 0.2464 -2.3052
O 1.8109 0.0266 -4.2954
O 1.8715 -2.1927 -1.8636
C -1.7018 -4.9941 -2.0974
O 3.1563 -1.1226 -5.6422
H 1.7221 1.7349 -3.1162
H -4.9506 4.0890 1.2615
O 1.9617 -4.1986 -0.2088
O -4.1573 2.7254 3.7398
O -0.2312 2.6663 -0.6352
H 0.8233 1.0643 5.7663
C -0.1836 -0.6504 0.8782
*
```

---

Record 2
The following is a quantum chemistry calculation of 12 unconnected molecules or ions with the total composition C72H180N12, from the Open Molecules 2025 dataset.

Results
- HOMO-LUMO gap (eV) = 8.5
- E_LUMO (hartree) = 0.0234
- total energy (Eh) = -3507.996090
- HOMO (Eh) = -0.2904
- ΔE to the lowest compared entry with this formula, charge and spin (kcal per mole) = 109.8

```
! wB97M-V def2-TZVPD RIJCOSX def2/J DEFGRID3
* xyz 0 1
H 15.0444 14.2361 15.5959
H 14.1656 12.7889 20.3758
C 13.2735 18.4603 14.0188
H 21.2468 10.2990 10.1676
H 15.5207 19.2152 19.4716
H 12.4221 12.7140 17.6399
H 25.2298 17.8353 20.7489
C 20.8441 13.9052 18.4562
C 19.0595 11.7833 24.4167
C 24.8164 14.4731 15.5636
H 10.2435 15.0787 18.4806
H 19.0799 12.1638 17.4034
C 24.4410 11.6821 20.1495
H 18.7966 20.6428 17.6664
H 12.1827 10.3950 18.2656
H 23.0894 8.2425 23.4144
H 14.2253 17.5887 20.7222
C 23.4586 9.8147 15.2634
C 12.8903 17.9674 23.4328
C 14.4951 20.4362 13.4951
H 19.3085 13.2485 13.0272
H 26.2700 18.2994 13.7784
H 21.0679 11.4490 16.1254
H 24.3807 9.7573 13.2901
C 22.8242 8.6919 19.2228
C 24.1341 9.0255 14.1192
N 17.7345 11.7844 22.2369
C 20.5345 10.8443 9.5221
H 25.6815 15.9567 13.4174
H 22.6206 16.2064 18.2272
H 20.6800 14.7937 9.2321
H 22.4373 20.6948 18.1799
H 26.4109 16.3585 14.8952
C 23.8324 15.4424 19.8098
H 12.4458 11.8804 14.8255
H 17.8815 12.9978 12.1949
H 20.9988 13.2952 8.4484
H 14.2467 11.5439 12.8757
C 18.3327 12.8425 17.0097
H 9.9335 19.5528 20.9842
H 18.6492 10.1492 19.9263
N 20.1865 13.1268 10.4525
C 21.7087 10.5882 13.7545
C 10.5579 20.1533 21.6780
C 17.6610 10.3907 21.8855
C 17.7630 12.1136 23.6627
H 16.8950 11.6966 24.1191
H 16.6910 10.0897 22.2416
H 19.2252 18.4621 18.8387
H 13.4343 17.5079 14.5702
C 12.3156 14.8081 18.7633
C 21.0870 19.4385 17.0521
N 12.5291 18.7334 21.0950
H 17.9727 17.7622 17.8298
H 24.5745 18.2393 13.4113
H 12.0466 16.0337 14.1687
C 19.6621 14.7401 17.9463
H 13.0734 10.7179 19.8165
C 19.6600 18.3065 15.6030
C 14.3494 14.6965 14.8938
H 12.3899 17.3442 24.1852
H 21.0008 21.5814 17.4201
H 24.5305 15.1423 19.0466
H 23.5928 9.4019 16.3165
H 26.1128 16.8429 21.8567
C 21.2415 10.3821 16.1789
H 18.4943 19.4406 14.1754
H 11.2493 15.9772 17.3328
C 23.1415 15.6292 14.3009
H 10.7414 15.4317 13.0371
C 25.8077 14.5925 16.6801
H 26.9846 15.4395 19.9982
H 18.3891 9.8332 22.5751
H 23.4829 14.0498 22.7825
H 17.7863 19.8368 16.5873
C 12.2182 17.6993 22.0930
H 19.8843 15.1853 16.9629
H 24.0288 10.7922 15.2992
H 13.7956 12.1531 15.8800
H 13.4442 19.7877 11.7178
H 21.8426 19.3297 16.2515
C 22.9106 16.5581 19.2193
H 17.5601 18.0775 14.8266
H 11.9805 19.5391 15.4395
H 21.4541 12.6023 14.5086
H 18.2012 14.6107 12.8547
N 24.5766 15.8143 21.0373
H 23.1695 14.7367 13.6633
C 14.4038 20.2541 12.0018
H 13.2965 14.9491 18.2890
H 18.4802 12.1378 14.9876
C 12.7307 13.0909 21.9574
C 19.3074 14.2102 11.0360
H 22.7151 14.4053 10.7803
H 11.4090 11.2102 19.5544
H 13.9162 15.4901 15.5004
C 12.0577 20.0483 21.3496
H 15.2992 19.6137 11.7058
H 25.9917 13.6296 17.1040
H 17.2449 15.5679 16.8531
C 22.0002 15.5961 15.3104
H 22.9864 8.1083 21.1917
H 24.5882 12.6030 19.5751
H 23.2611 9.3947 18.5059
C 18.4543 13.1110 15.5481
H 23.1966 17.0075 22.0741
C 13.3454 13.4943 20.6203
C 23.3425 10.3442 22.6221
H 22.7001 12.1458 21.1496
H 24.4094 8.8988 20.5951
H 24.9689 10.9548 19.5007
H 14.5608 20.5446 19.9205
C 15.1862 15.2331 13.7565
C 11.4127 15.2102 13.8515
H 13.5133 13.0240 22.6242
C 23.0290 11.3575 20.4778
H 12.3334 15.5982 19.5281
H 22.1995 10.0204 12.9359
C 14.8495 19.4157 15.6413
H 12.5436 16.7567 21.7156
H 19.8395 8.5431 16.4955
H 24.4805 10.2777 22.6395
H 17.0373 10.8059 19.8544
H 20.1365 10.0581 8.8282
H 19.3416 13.9829 22.8783
H 22.0973 16.3731 16.0538
C 11.0975 15.0021 17.8487
C 21.9739 12.0715 13.7047
H 19.3674 13.6903 15.3400
H 14.6329 16.0128 13.1818
H 11.1279 18.4965 14.2508
C 14.4540 11.6730 13.9459
H 17.5435 16.0031 19.5238
H 22.9938 16.4832 13.6014
H 17.6377 13.7624 15.1357
H 15.3391 17.3505 15.8101
H 17.3553 12.3083 17.2119
N 14.5376 19.1776 14.1811
H 16.1972 14.8829 19.6524
H 14.2143 20.1428 16.2037
H 16.0615 15.7263 14.2612
H 23.0893 11.3368 22.9448
C 14.4867 19.4994 19.6665
C 12.3857 14.0924 13.4837
H 19.3346 10.1951 17.0398
C 18.6229 13.7432 12.3305
C 18.3323 18.6661 18.2539
C 22.5047 13.7903 9.8750
H 10.3135 19.9187 22.7037
C 18.7796 12.4730 21.4833
C 12.8042 12.4894 18.6167
N 24.3916 15.7764 15.0531
C 19.4937 11.9221 9.9842
H 21.7251 8.7574 19.1644
H 15.5510 14.5117 13.0854
H 27.4974 17.1391 19.8640
H 13.8501 14.4214 20.6819
H 23.0799 7.6269 18.9460
H 20.8725 20.6247 18.8470
H 17.6709 13.1720 23.7883
C 19.8987 9.6456 16.2609
H 19.7277 14.3354 21.1492
C 25.2881 17.9771 14.1683
H 11.8467 20.0311 13.8762
C 12.3705 11.1188 19.0278
C 14.7898 18.1298 16.3423
H 18.9181 11.5519 10.8452
H 25.1804 13.9184 14.6960
H 22.3885 11.4215 19.5380
C 25.4554 16.4849 14.3674
C 16.7170 15.6049 18.9858
H 15.3237 12.3039 13.9722
H 15.8731 19.7997 15.6757
H 15.3907 20.9927 13.7666
N 22.7711 10.1322 21.2387
H 21.5943 12.5634 12.7697
H 12.2486 12.0896 21.9274
H 13.9184 12.6087 18.4498
H 20.9375 12.9422 17.8754
N 18.3627 14.0179 17.9017
H 23.0758 9.6181 24.5209
H 14.5733 18.9945 21.6984
H 23.2489 14.6040 20.0524
C 18.9573 13.8879 21.8477
H 22.8336 12.7600 10.0729
H 17.3291 9.0957 20.1634
C 22.7543 9.2804 23.5396
H 13.8494 19.3409 18.7612
H 26.3149 16.5164 18.7929
H 14.4983 21.2267 11.5333
H 18.4357 12.4389 20.4289
H 11.0861 17.6640 22.1318
H 22.0656 14.8049 21.9359
C 25.6226 16.8398 20.9114
H 21.0349 15.8465 14.8821
H 22.4254 15.3232 23.5778
C 18.6630 19.7005 17.1745
H 23.0080 12.3013 13.8478
H 14.8251 10.7305 14.3551
C 13.4410 12.3292 14.8614
H 10.7873 14.8883 14.6414
H 12.0475 13.8754 22.2887
H 23.9518 13.8134 15.9761
H 25.4740 15.2249 17.4591
H 21.8853 14.6228 15.8909
H 20.6555 10.4158 13.5799
H 21.6464 9.2309 23.4987
H 19.9044 15.1085 11.2062
H 21.0206 18.6027 17.7260
H 11.7299 13.1686 13.2384
H 19.7663 12.0566 21.5020
H 24.9763 11.8567 21.0638
C 21.0548 13.7877 9.4158
H 16.0556 16.4658 18.7130
H 19.1720 10.7322 24.6216
H 19.5550 15.6018 18.6692
H 12.6734 20.5418 22.1332
H 15.3765 18.3087 17.2448
H 24.4894 16.3459 23.0506
H 25.0518 8.5092 14.3724
H 23.4244 8.3037 13.6595
H 13.9378 17.7287 23.4306
C 11.9704 19.1615 14.4273
H 10.1905 21.1949 21.4953
C 22.8959 14.9649 22.6456
H 13.8318 17.8220 16.7798
H 10.9289 14.1583 17.1354
C 18.5397 18.3493 14.5101
H 20.6616 18.1555 15.0943
C 17.1486 14.8482 17.6911
H 18.5459 14.5350 10.3028
H 21.7218 14.5114 18.2698
H 19.5275 17.3550 16.1303
H 21.2240 11.3598 8.9121
H 17.5465 19.0252 18.9626
H 18.8310 17.6474 13.7380
H 22.0722 16.7178 19.8603
C 17.6787 10.1115 20.4044
N 22.0655 9.9628 15.0111
H 19.3470 9.8388 15.3409
H 12.9193 14.3764 12.5698
H 18.0720 14.5625 21.8441
C 13.9578 18.6563 20.8468
H 13.2841 18.1466 12.9988
H 16.3442 14.1880 17.5342
H 18.8379 12.1258 9.1404
N 12.3076 13.5477 19.5226
H 21.7578 10.1910 17.1274
H 12.6416 18.9782 23.7575
H 12.2839 20.6350 20.4120
H 23.2174 14.1390 9.0953
H 13.6335 21.0215 13.8915
H 20.8455 13.5683 19.4874
C 26.6211 16.4720 19.8420
H 23.3869 17.5616 19.2427
N 19.8228 19.5279 16.3820
N 13.2554 13.7589 14.6183
C 23.3589 8.9316 20.6217
H 26.7882 14.9931 16.3829
H 19.9885 12.1086 23.9448
H 25.1449 18.5383 15.0641
C 23.7958 16.0853 22.2002
C 21.3802 20.7207 17.8885
H 19.0393 12.2014 25.4163
*
```

---

Record 3
The following is a quantum chemistry calculation of a molecular structure, C37H57O3P3SSiV, from the Open Molecules 2025 dataset.

Results
- HOMO-LUMO gap (alpha / beta) (eV) = 8.2 / 8.1
- E_LUMO (alpha / beta) (hartree) = -0.1077 / -0.0923
- total energy (Eh) = -4325.381306
- HOMO (alpha / beta) (Eh) = -0.4097 / -0.3895

```
! wB97M-V def2-TZVPD RIJCOSX def2/J DEFGRID3
* xyz 1 3
C -2.3871 -1.3311 -3.1651
H -4.1366 0.5797 -0.3111
H -0.8480 -4.0509 -3.5761
C -0.3779 -3.5031 -1.4855
C -2.9104 -1.3444 2.3890
C -3.7094 -0.9393 -3.2991
H -1.9097 -1.8528 -3.9841
H 3.4276 -2.4941 3.8661
C -1.6806 -1.0511 -1.9960
H 3.5368 -1.2854 0.4163
H -3.1069 1.8949 2.4215
P 0.0099 -1.6631 -1.6710
H 1.6298 -0.0112 -4.6285
H -2.6314 2.1617 -2.2536
H 2.2416 3.2008 -0.2776
H -0.2992 5.0897 -2.3549
C 3.5457 -2.2413 0.9514
C -0.7858 4.3331 0.5366
C -2.0640 -3.1116 3.7727
O 1.3004 1.6815 1.5547
H 2.0075 3.9047 4.1862
O 2.6582 3.7191 1.5062
H 0.6048 -3.9908 -1.4827
C 2.1097 4.4189 -1.9964
H -1.6031 5.8490 1.8137
H 2.6470 1.9231 -3.0273
C -1.1042 4.4078 -2.6062
H 2.0547 -1.5436 -2.8160
H 0.0542 -2.7348 -4.7865
C -1.6210 4.8010 1.5435
H 1.7911 4.4075 -3.0393
C 0.8078 -0.2212 -3.9417
H 2.7474 1.0276 -1.5076
P 0.2289 2.2983 -1.1828
Si -1.3211 0.2290 0.5611
C 2.5919 -2.0154 4.3710
C -1.9012 2.1192 -3.0618
C 1.9683 -0.8966 3.5388
H 4.0904 -2.0917 1.8829
H -2.2528 -3.7365 -2.5508
H -3.1304 4.2912 2.9784
C -1.6300 2.0811 0.8730
H -2.0592 -3.2620 -0.1393
H -5.3828 0.0203 -2.3566
H 4.1047 -2.9574 0.3475
H 3.1745 4.6597 -1.9778
C 2.1232 -2.7621 1.1985
C -0.7787 -2.8267 3.3407
H 1.2167 -3.6619 -3.8170
C -0.6724 2.9454 -2.7057
H -2.3723 2.5300 -3.9568
H -4.2462 -1.1551 -4.2138
H 0.2915 -0.7808 4.9195
H 2.6036 -4.8493 1.2359
H 1.6003 5.2245 -1.4713
H 1.8706 -2.7766 4.6633
O 3.3563 1.7694 2.8190
H -2.2294 -3.9130 4.4807
H 0.7360 0.5973 -3.2300
P 1.1584 -1.3365 1.9190
H -0.1087 5.0207 0.0475
H -0.5260 -3.4273 0.6956
H 0.5191 3.8258 3.1897
H -1.2685 -4.8370 -0.0433
C -1.6238 -1.0396 1.9394
C -2.3060 -0.3453 -0.9547
C 0.9621 -0.1088 4.3839
H 1.1133 -4.4818 2.0919
C -0.5454 -1.8003 2.4249
C 2.1211 -4.1224 1.8935
C -1.2436 -4.1450 -2.5707
V 1.0271 0.4121 0.2776
C 1.3281 3.2539 3.6407
H 2.9867 -1.5749 5.2889
H 1.5008 0.4916 5.1185
H -1.3187 -5.2109 -2.3463
H 0.3469 0.5506 3.7705
C -1.0896 -3.7662 -0.1578
H -1.9034 4.5264 -1.8760
C -4.3471 -0.2783 -2.2581
C 1.9212 3.0703 -1.3078
H 1.6590 -2.8895 0.2221
H -1.6599 1.0797 -3.2525
H 2.7624 -0.2102 3.2446
C 1.0074 -2.6902 -4.2610
C 1.0422 -1.5568 -3.2390
S 2.2894 2.5863 2.3111
C -3.6447 0.0216 -1.1016
C -3.1341 -2.3659 3.2983
H -4.1395 -2.5847 3.6337
H -1.4984 4.7057 -3.5795
H 3.8848 2.3352 -1.8381
H 0.0696 2.8466 -3.5055
H 0.0445 -3.4152 3.7199
H -0.1152 -0.2475 -4.5221
H 2.6756 -4.1135 2.8279
C 2.8459 2.0271 -1.9600
H 1.7780 -2.4982 -5.0105
C -2.4746 3.9266 2.1981
C -2.4665 2.5761 1.8716
H -3.7584 -0.7809 2.0140
C -0.7970 2.9897 0.1792
H 0.9457 2.4702 4.2841
*
```

---

Record 4
The following is a quantum chemistry calculation of a molecular structure, C6H16N2, from the Open Molecules 2025 dataset.

Results
- HOMO-LUMO gap (eV) = 4.8
- E_LUMO (hartree) = -0.1046
- total energy (Eh) = -347.397231
- HOMO (Eh) = -0.2817
- ΔE to the lowest compared entry with this formula, charge and spin (kcal per mole) = 205.6

```
! wB97M-V def2-TZVPD RIJCOSX def2/J DEFGRID3
* xyz 0 1
H -1.8688 0.9617 1.8636
H -1.4284 -0.5796 -2.1123
H -0.4475 -0.8581 0.2574
H -0.4199 1.8337 0.7156
H -3.1684 0.3157 0.8758
H 2.5812 -2.1204 -1.0029
H -3.0788 0.1235 -1.2899
H 1.1959 1.0031 1.3099
H -1.6157 1.7852 -0.6364
H -2.2533 -0.9392 1.7772
C -0.6432 1.3597 -0.3079
C -2.1400 0.0105 1.1652
N 2.5034 -0.7542 1.3067
C 1.5090 0.3104 -0.6981
H 1.2597 -0.7423 -0.7793
N 0.5333 1.3867 -1.0979
H 2.3448 0.3793 -1.3950
H 3.3128 -0.4733 1.8374
C -2.0871 -0.5243 -1.1961
H 3.0074 -2.7710 -0.8230
C 2.0335 0.5373 0.7021
C -1.2491 -0.0599 -0.0392
H -2.6596 -1.5692 -1.1583
H 2.7787 1.3846 0.7255
*
```

---

Record 5
The following is a quantum chemistry calculation of a single C3H5NOS molecule, from the Open Molecules 2025 dataset.

Results
- HOMO-LUMO gap (eV) = 8.1
- E_LUMO (hartree) = -0.0015
- total energy (Eh) = -645.461835
- HOMO (Eh) = -0.2996
- ΔE to the lowest compared entry with this formula, charge and spin (kcal per mole) = 31.3

```
! wB97M-V def2-TZVPD RIJCOSX def2/J DEFGRID3
* xyz 0 1
H -2.5386 -0.7913 1.0549
C -0.8619 1.1275 -0.0971
S 1.8961 -0.3244 -0.0013
C 0.3299 -0.9275 -0.0130
H -1.8592 1.4970 -0.3009
H -2.8956 -0.4392 -0.6350
C -2.1204 -0.8936 0.0573
H 0.2771 -2.0160 -0.0771
N -0.8458 -0.2419 -0.0411
H -1.9699 -1.9687 -0.1547
O 0.0603 1.8454 0.0922
*
```

---

Record 6
The following is a quantum chemistry calculation of a single C4H2ClFOS molecule, from the Open Molecules 2025 dataset.

Results
- HOMO-LUMO gap (eV) = 9.0
- E_LUMO (hartree) = 0.0145
- total energy (Eh) = -1187.024584
- HOMO (Eh) = -0.3152
- ΔE to the lowest compared entry with this formula, charge and spin (kcal per mole) = 25.1

```
! wB97M-V def2-TZVPD RIJCOSX def2/J DEFGRID3
* xyz 0 1
H 0.3455 -1.9171 2.3402
O 0.2609 1.5769 -0.4986
C -0.1457 -0.6481 -0.1058
S -0.4384 -0.6000 2.7177
C -0.0344 1.4685 0.7935
C 0.3106 0.2959 -1.0749
C -0.2283 0.1537 1.0739
Cl 0.5153 0.3678 -2.7004
H -0.2369 2.3219 1.3921
F -0.3728 -1.9213 -0.1599
*
```